ORCA calculation (wB97M-V/def2-TZVPD) on a cluster of 6 separate species, C46H75ClF7IN6O8 in total in a non-equilibrium geometry.

Last column: Mulliken charge in e.
CARTESIAN COORDINATES (ANGSTROEM)
C -5.47702 -3.03666 3.29088  -0.912
C -5.69024 -4.19069 2.18992  -0.385
C -4.32053 -4.48669 1.36153  -0.071
Cl -4.66442 -5.28620 -0.28091  -0.156
C -3.38912 -3.18393 1.22036  0.349
C -2.07387 -2.98729 2.06572  0.004
C -1.65254 -4.16446 3.06464  -1.351
C -0.96765 -5.32114 2.15380  -0.488
C 0.39900 -5.80556 2.83323  -0.989
I 1.70176 -6.84150 1.37928  -0.014
C -1.16924 -1.70823 1.92288  0.172
C 0.20960 -1.52373 2.75534  0.646
C 0.41662 -0.03625 3.31689  -1.213
C 1.65174 0.76852 2.67657  0.250
C 3.00959 -0.07561 2.52527  -0.621
C 3.16158 -0.42019 0.93743  0.261
C 4.67410 -0.71524 0.48745  -0.958
C 5.37424 0.46327 -0.34555  -0.246
C 4.86014 0.62702 -1.85282  -0.651
C 3.52692 1.50176 -2.03492  -0.614
C 3.51354 2.89668 -1.25149  0.115
O 2.13933 3.44586 -1.26214  -0.418
C 1.89862 4.10540 0.01952  -0.402
C -1.52655 -0.55962 0.94018  -1.058
C -2.81544 -0.73451 0.09728  -0.005
C -3.71356 -2.01950 0.23051  0.956
C -5.00081 -2.03471 -0.74326  -0.352
O -6.11067 -2.46584 -0.37111  -0.526
C -4.71883 -1.38996 -2.20053  -0.247
C -5.39475 -2.14665 -3.42722  0.771
F -5.70352 -3.49831 -3.02714  -0.294
F -4.53434 -2.29482 -4.56091  -0.284
C -6.83788 -1.51927 -3.83912  0.594
F -7.60367 -1.17067 -2.67904  -0.261
F -6.73168 -0.40681 -4.70336  -0.275
C -7.76745 -2.60318 -4.62749  0.672
F -8.70696 -1.84727 -5.40763  -0.280
F -7.03242 -3.36536 -5.56147  -0.230
F -8.54771 -3.39108 -3.76042  -0.224
C -3.90802 -0.21577 -2.32553  0.932
C -3.61560 0.46734 -3.74400  -0.551
N -2.86045 1.74526 -3.69662  -0.620
C -3.25813 0.39051 -0.97116  -0.256
O -3.13915 1.61109 -0.73455  -0.525
H -5.39593 -1.99753 2.81550  0.210
H -4.54107 -3.22182 3.94263  0.150
H -6.36185 -3.01485 4.03318  0.390
H -6.59568 -4.03839 1.51744  0.255
H -5.90394 -5.15693 2.79025  0.371
H -3.78788 -5.30997 1.96948  0.168
H -1.01097 -3.83234 3.94469  0.549
H -2.64073 -4.55280 3.52359  0.384
H -1.72911 -6.15067 1.96452  0.314
H -0.74817 -4.85231 1.12143  0.448
H 0.17592 -6.48315 3.73693  0.417
H 0.96210 -4.85842 3.17845  0.341
H 0.24744 -2.22566 3.67337  -0.132
H 1.03352 -1.89276 2.05484  0.080
H -0.51903 0.62668 3.16449  0.426
H 0.58749 -0.03865 4.45972  0.336
H 1.87740 1.64396 3.40067  0.383
H 1.27867 1.25541 1.71335  -0.472
H 3.93793 0.45851 2.94196  0.386
H 2.90889 -1.10370 3.04631  0.254
H 2.51162 -1.30228 0.61711  0.272
H 2.79802 0.51020 0.38785  -0.354
H 4.67696 -1.65552 -0.18205  0.328
H 5.36790 -0.93144 1.38815  0.362
H 5.33507 1.41246 0.28695  0.001
H 6.49600 0.18255 -0.41625  0.312
H 5.66138 1.07954 -2.53655  0.348
H 4.62719 -0.41381 -2.30346  0.304
H 2.62700 0.85030 -1.70743  0.173
H 3.31796 1.74295 -3.14589  0.394
H 3.81291 2.84023 -0.15346  0.267
H 4.13659 3.64035 -1.86580  0.129
H 2.81720 4.65997 0.41289  0.245
H 1.06319 4.90020 -0.06847  0.277
H 1.55936 3.38054 0.83645  0.054
H -0.86854 0.36142 0.84477  0.426
H -4.53405 0.63733 -4.39540  0.177
H -2.94961 -0.27876 -4.32673  0.272
H -3.47353 2.48457 -3.31772  0.299
H -2.03126 1.70151 -3.09145  0.279
C 8.80776 6.33313 -1.91752  -0.848
N 7.37746 6.11243 -1.92093  -0.186
C 6.68212 5.08845 -1.35379  0.621
C 7.45890 4.02949 -0.62053  -0.170
O 5.45909 5.05044 -1.45082  -0.696
H 9.00236 7.29886 -1.44735  0.234
H 9.15041 6.36316 -2.95517  0.302
H 9.34514 5.55601 -1.38189  0.335
H 6.78829 6.78239 -2.39482  0.248
H 6.76888 3.28176 -0.22576  -0.307
H 8.15216 3.53324 -1.30372  0.347
H 8.00146 4.47510 0.21538  0.161
C -8.25898 -3.39897 -8.81747  -0.673
N -8.91332 -4.20199 -9.82820  -0.138
C -10.22173 -4.57522 -9.88860  0.723
C -11.13557 -4.11537 -8.78459  -1.150
O -10.62042 -5.26228 -10.81905  -0.651
H -7.83118 -2.51955 -9.30380  0.288
H -7.45398 -3.99224 -8.37861  0.292
H -8.94259 -3.08154 -8.03318  0.151
H -8.36190 -4.54665 -10.60133  0.221
H -12.14266 -4.49000 -8.96999  0.276
H -10.79188 -4.50740 -7.82511  0.327
H -11.17186 -3.02435 -8.75749  0.332
C 11.16515 7.94844 2.87679  -0.857
N 10.52388 7.13653 1.86511  -0.129
C 9.21991 6.75410 1.79933  0.489
C 8.29932 7.21239 2.89544  -1.204
O 8.83088 6.05714 0.86555  -0.604
H 11.58957 8.82985 2.39096  0.292
H 11.97194 7.36432 3.32463  0.293
H 10.47214 8.26264 3.65458  0.315
H 11.08286 6.79291 1.09679  0.238
H 7.29466 6.83035 2.70733  0.338
H 8.64106 6.82731 3.85828  0.414
H 8.25622 8.30322 2.91660  0.366
C -8.76081 -8.51845 -1.09695  -0.910
N -7.71606 -7.88456 -0.32220  -0.072
C -6.89366 -8.45129 0.60320  0.828
C -7.05851 -9.92047 0.88615  -1.424
O -6.05458 -7.76871 1.17399  -0.564
H -8.52663 -8.39274 -2.15622  0.289
H -9.70443 -8.01416 -0.87772  0.294
H -8.85716 -9.57827 -0.87177  0.361
H -7.54642 -6.89724 -0.45847  0.164
H -6.33521 -10.22585 1.64282  0.285
H -8.06238 -10.11889 1.26729  0.380
H -6.87567 -10.50018 -0.02100  0.375
C 6.98355 8.54945 8.74836  -0.859
N 7.85690 8.25346 7.63282  -0.188
C 7.55917 7.58144 6.48822  0.742
C 6.15627 7.06376 6.32085  -1.254
O 8.42132 7.41408 5.63300  -0.625
H 6.94120 9.63351 8.87254  0.289
H 7.41320 8.10361 9.64782  0.288
H 5.97765 8.16353 8.59939  0.323
H 8.81548 8.57025 7.67427  0.244
H 6.07193 6.55163 5.36176  0.229
H 5.92196 6.35174 7.11469  0.378
H 5.44643 7.89327 6.33349  0.369

SMILES = CC[C@@H](Cl)c1c(CCCI)c(CCCCCCCCCCOC)cc2c1C(=O)C(C(F)(F)C(F)(F)C(F)(F)F)=C(CN)C2=O.CNC(C)=O.CNC(C)=O.CNC(C)=O.CNC(C)=O.CNC(C)=O
HOMO = -8.620 eV
E = -113875.71159 eV
Molecular weight = 1135.48 u
2S+1 = 1
Orbital gap = 0.2700 Ha